37
Properties=species:S:1:pos:R:3:forces:R:3 method="wB97M-V/def2-TZVPD" homo_ev=-5.75 charge=-1 fmax_ev_per_a=1.48 energy_ev=-40231.0614
Ag -0.884 0.232 -2.712 -0.32 0.21 -0.13
O -4.093 3.023 -3.114 -0.46 0.36 0.13
C -3.240 2.216 -2.759 0.09 -0.09 0.17
O -2.424 1.609 -3.492 0.36 -0.25 -0.27
C -3.160 1.926 -1.238 0.14 -0.14 -0.28
C -4.000 2.646 -0.359 -0.15 0.05 0.34
C -3.920 2.420 0.985 0.06 -0.01 -0.35
C -2.983 1.478 1.469 0.21 -0.19 -0.31
C -2.783 1.190 2.834 0.06 -0.06 0.15
C -1.835 0.283 3.224 -0.17 0.16 0.15
C -1.051 -0.385 2.268 0.08 -0.08 -0.24
C -1.233 -0.141 0.935 0.08 -0.09 0.11
C -2.191 0.797 0.507 -0.25 0.17 0.53
N -2.305 1.027 -0.818 -0.15 0.31 -0.40
H -4.684 3.356 -0.799 -0.01 0.01 -0.01
H -4.552 2.953 1.684 -0.04 0.05 0.06
H -3.386 1.708 3.568 -0.03 0.03 0.06
H -1.677 0.079 4.275 -0.02 0.01 0.03
H -0.302 -1.087 2.606 0.07 -0.09 -0.03
H -0.664 -0.618 0.147 0.11 -0.10 0.07
F 3.108 0.591 1.931 0.17 -0.10 -0.21
C 3.474 -0.277 0.963 -0.64 -0.21 0.08
C 2.545 -1.067 0.382 0.71 0.74 0.76
N 2.872 -2.009 -0.540 0.40 -0.28 -0.15
C 1.798 -2.628 -1.275 -0.60 0.27 -0.63
C 0.960 -1.536 -2.015 0.82 -1.16 0.42
O 0.052 -1.956 -2.741 -0.66 -0.32 -0.37
O 1.249 -0.356 -1.776 0.10 0.85 0.14
C 4.170 -2.163 -0.983 -0.11 -0.07 0.30
O 4.507 -2.986 -1.804 0.09 -0.16 -0.36
N 5.084 -1.333 -0.371 0.32 0.07 -0.08
C 4.873 -0.352 0.597 -0.14 -0.17 -0.04
O 5.799 0.292 1.039 0.01 0.15 0.11
H 1.503 -1.001 0.657 0.05 0.07 0.02
H 1.123 -3.151 -0.592 0.09 -0.06 -0.05
H 2.206 -3.333 -1.999 -0.03 0.08 0.19
H 6.043 -1.449 -0.684 -0.26 0.03 0.09



58
Properties=species:S:1:pos:R:3:forces:R:3 method="wB97M-V/def2-TZVPD" spin_multiplicity=3 relative_energy_kcal_mol=5.71 homo_ev="-18.50 / -18.50" charge=+3 fmax_ev_per_a=6.20 energy_ev=-201589.6533
Mo 10.224 8.380 9.348 -0.42 -0.06 -1.60
F 9.807 13.987 10.312 0.65 -1.97 -0.03
C 10.211 12.723 10.518 0.72 0.59 0.39
F 10.491 12.549 11.826 -0.20 -0.02 -1.13
F 11.332 12.426 9.792 -1.23 0.35 0.62
S 8.814 11.540 10.050 -2.40 5.56 -1.34
O 9.213 10.174 10.351 1.82 -3.95 0.26
O 7.730 12.149 10.821 1.93 -2.26 -1.78
N 8.671 11.768 8.447 0.74 -1.47 0.91
S 9.323 10.861 7.275 -4.26 0.96 -0.85
O 8.318 10.106 6.493 2.07 1.73 1.49
O 10.422 9.969 7.684 1.38 -1.51 1.74
C 10.010 12.300 6.185 0.56 0.64 -0.10
F 10.645 13.258 6.911 -0.92 -1.86 -0.92
F 10.871 11.710 5.329 -0.86 0.74 0.74
F 8.957 12.827 5.575 1.11 -0.67 0.47
C 13.977 7.981 10.750 -0.65 0.26 -1.00
Se 12.388 9.158 10.995 -0.26 0.24 -0.08
C 11.832 8.657 12.863 -0.19 2.15 -0.61
C 11.390 7.260 12.948 0.06 -2.04 -0.66
Se 9.999 6.896 11.525 -0.59 -0.04 -0.12
C 10.211 5.009 10.922 0.57 0.61 0.19
H 14.328 7.737 11.738 0.13 -0.15 0.33
H 14.725 8.599 10.213 -0.53 -0.48 0.30
H 13.643 7.101 10.178 0.47 0.34 0.30
H 11.065 9.427 13.099 0.35 -0.59 -0.11
H 12.731 8.933 13.440 -0.30 -0.43 -0.01
H 10.868 6.914 13.854 0.25 0.56 -0.11
H 12.232 6.571 12.764 -0.44 0.13 0.01
H 9.788 4.358 11.691 0.04 0.19 -0.20
H 11.288 4.869 10.790 -0.33 -0.24 -0.04
H 9.671 4.967 9.974 0.02 -0.11 0.22
C 13.495 8.797 6.997 0.88 -0.57 0.45
N 13.039 7.492 6.440 -2.16 0.71 0.47
C 13.439 7.272 5.015 1.33 -0.06 0.28
C 11.995 6.833 6.974 1.94 0.50 -1.75
C 11.485 5.643 6.250 -0.38 -0.16 0.70
O 11.473 7.128 8.104 -1.55 2.04 2.65
H 14.587 8.730 7.099 -0.26 0.16 -0.27
H 13.130 8.990 8.002 -0.32 -0.30 -0.03
H 13.229 9.658 6.386 -0.10 -0.28 -0.32
H 14.308 7.927 4.852 -0.37 -0.22 0.02
H 12.679 7.549 4.289 -0.30 -0.03 0.24
H 13.811 6.254 4.828 -0.39 0.25 0.24
H 12.317 4.993 6.007 0.06 -0.28 -0.02
H 11.037 5.953 5.315 -0.24 0.02 -0.26
H 10.756 5.131 6.893 0.24 0.04 -0.44
C 5.742 8.676 10.031 0.21 -0.42 0.82
N 5.997 8.159 8.694 1.13 0.31 -0.34
C 7.167 7.782 8.131 -2.64 0.29 -0.72
N 7.096 7.459 6.830 1.31 -0.17 0.97
O 8.264 7.590 8.773 2.51 0.96 1.21
H 4.982 8.057 10.522 0.07 0.16 -0.19
H 5.402 9.714 10.030 0.11 -0.12 -0.25
H 6.642 8.596 10.643 0.01 0.07 -0.14
H 5.218 8.299 8.054 0.30 -0.24 0.06
H 6.311 7.741 6.293 -0.56 0.13 -0.52
H 7.969 7.323 6.349 -0.14 -0.01 -0.16



67
Properties=species:S:1:pos:R:3:forces:R:3 method="wB97M-V/def2-TZVPD" homo_ev=-8.41 charge=0 fmax_ev_per_a=1.01 energy_ev=-152292.7934
C 5.506 -3.259 1.178 -0.46 0.25 0.56
C 4.285 -2.314 1.185 -0.19 -0.36 -0.48
P 4.102 -1.439 -0.435 0.84 0.51 -0.20
C 3.737 -2.853 -1.555 -0.02 0.03 0.30
C 2.612 -0.390 -0.202 -0.47 -0.34 0.44
C 2.502 0.204 1.061 -0.15 0.04 -0.03
C 1.469 1.051 1.437 -0.20 0.25 -0.28
C 1.389 1.661 2.816 0.72 -0.17 0.40
C 2.663 1.536 3.669 -0.33 0.51 -0.51
C 3.826 2.321 3.059 0.05 -0.66 -0.12
Cl 4.836 3.082 4.314 0.04 0.13 -0.02
C 0.486 1.311 0.477 0.30 -0.24 -0.26
C 0.596 0.763 -0.816 0.34 -0.04 0.42
C 1.653 -0.088 -1.182 -0.22 0.00 -0.15
C 1.742 -0.661 -2.569 0.36 0.50 0.18
B 2.967 -0.138 -3.438 -0.06 -0.42 -0.06
O 3.813 0.858 -3.038 0.34 -0.58 0.02
O 3.165 -0.743 -4.679 -0.34 0.73 0.07
C -0.477 1.153 -1.769 -0.18 -0.10 0.27
O -0.302 1.507 -2.904 0.18 0.18 -0.54
C -1.852 1.158 -1.175 -0.36 -0.32 0.10
C -1.960 1.692 0.104 -0.02 -0.10 0.00
C -3.173 1.763 0.761 0.26 -0.12 -0.51
C -4.322 1.278 0.138 0.02 0.16 -0.03
C -5.611 1.340 0.934 0.46 -0.28 0.24
C -6.085 -0.023 1.454 -0.14 -0.48 -0.08
C -5.070 -0.717 2.348 0.00 -0.16 -0.34
N -3.945 -1.365 1.776 -0.45 -0.03 -0.30
O -5.234 -0.737 3.530 0.14 0.34 0.93
C -4.224 0.742 -1.163 0.05 -0.01 -0.30
P -5.831 0.172 -1.891 -0.27 0.25 0.42
O -5.457 -1.368 -2.367 0.07 0.35 -0.03
Br -5.837 1.307 -3.813 0.12 -0.21 0.02
C -2.981 0.664 -1.832 -0.35 0.52 0.18
P -2.687 -0.098 -3.477 0.58 -0.45 0.10
O -1.540 -1.036 -3.411 0.07 -0.13 0.04
C -0.704 2.164 0.762 0.11 -0.35 -0.46
O -0.692 3.159 1.435 -0.08 0.42 0.59
H 5.891 -3.467 0.187 0.16 -0.04 -0.08
H 5.226 -4.191 1.662 0.05 -0.22 -0.13
H 6.281 -2.826 1.800 0.34 0.05 -0.19
H 4.402 -1.610 1.999 -0.10 0.15 0.03
H 3.364 -2.875 1.339 -0.09 -0.04 0.21
H 4.385 -3.669 -1.245 0.08 -0.06 0.10
H 2.716 -3.215 -1.530 -0.14 -0.04 -0.02
H 4.047 -2.596 -2.561 -0.21 0.03 -0.22
H 3.256 -0.006 1.799 0.08 -0.07 0.05
H 0.571 1.227 3.391 -0.21 -0.09 -0.12
H 1.187 2.722 2.751 -0.22 0.13 -0.19
H 2.420 1.999 4.620 0.06 -0.21 0.28
H 2.945 0.496 3.815 0.04 -0.08 0.30
H 3.486 3.070 2.352 -0.06 0.33 0.16
H 4.480 1.653 2.508 0.18 0.05 -0.06
H 0.871 -0.373 -3.150 -0.16 -0.03 -0.13
H 1.712 -1.742 -2.564 0.05 -0.20 0.02
H 4.050 0.749 -2.107 -0.21 0.48 0.06
H 2.675 -0.261 -5.355 0.14 -0.28 -0.26
H -3.180 2.178 1.759 -0.21 0.09 0.07
H -6.393 1.858 0.388 -0.19 -0.12 -0.10
H -5.397 1.931 1.822 -0.08 0.24 0.02
H -6.967 0.094 2.075 -0.16 0.16 -0.01
H -6.364 -0.706 0.649 0.02 0.06 -0.24
H -3.120 -0.782 1.809 0.19 -0.22 0.16
H -4.125 -1.661 0.827 0.24 0.29 -0.17
H -5.396 -1.886 -1.553 -0.05 -0.31 -0.15
H -3.878 -0.731 -3.833 0.00 0.27 -0.08
H -2.511 0.964 -4.378 -0.30 0.07 0.07



16
Properties=species:S:1:pos:R:3:forces:R:3 method="wB97M-V/def2-TZVPD" spin_multiplicity=3 relative_energy_kcal_mol=84.26 homo_ev="-10.25 / -15.96" charge=+1 fmax_ev_per_a=7.67 energy_ev=-8296.5017
C -0.385 -1.269 0.932 0.72 -4.65 2.13
C -0.676 -2.294 0.026 0.72 -0.38 0.69
C 0.050 0.946 0.980 -2.25 0.50 -0.29
C -0.037 0.453 -0.511 -2.00 1.73 -0.78
C 0.913 1.146 -1.534 -2.38 1.45 -0.77
N 0.059 -1.011 -0.271 1.34 1.93 -4.57
N -0.378 -0.288 1.725 -0.24 6.50 4.07
H 0.046 -3.069 0.098 0.04 -1.34 -0.43
H -1.646 -2.433 -0.281 -2.00 -0.38 -1.77
H 1.090 1.134 1.115 0.79 0.48 0.85
H -0.639 1.867 1.277 1.59 -1.94 -0.80
H -1.129 0.728 -0.884 1.74 -1.01 0.64
H 1.892 1.289 -1.197 1.79 -0.80 0.43
H 0.637 2.267 -1.619 -0.31 -1.76 0.20
H 0.806 0.755 -2.578 0.34 0.06 1.15
H -0.605 -0.222 2.723 0.12 -0.38 -0.74



76
Properties=species:S:1:pos:R:3:forces:R:3 method="wB97M-V/def2-TZVPD" homo_ev=-4.65 charge=-1 fmax_ev_per_a=2.03 energy_ev=-61466.8441
C 6.760 2.380 1.622 -0.22 0.29 -0.61
C 5.722 3.496 1.675 0.41 -0.01 0.60
O 5.864 4.470 2.371 -0.15 -0.30 -0.73
O 4.625 3.292 0.899 0.07 0.11 0.24
C 3.876 2.123 1.357 -0.23 0.32 0.82
C 2.436 2.287 0.908 0.20 0.23 -1.52
C 1.730 0.945 0.603 0.16 0.43 0.63
C 0.712 0.476 1.693 0.56 -1.40 -1.07
C 1.466 0.833 2.992 1.00 0.31 1.74
O 2.534 0.211 3.252 -0.50 -0.26 -0.89
O 1.049 1.788 3.676 -0.66 0.19 -0.45
C 0.647 -1.115 1.451 -1.06 -0.37 1.32
I -1.235 -1.744 0.527 0.26 1.08 -1.10
C 0.907 -2.020 2.718 0.63 -0.52 -1.08
C 2.311 -2.622 2.575 -0.38 -0.47 -0.27
I -0.388 -3.804 2.811 0.53 -0.48 1.31
N -0.617 1.029 1.534 0.06 0.88 -0.02
C -0.765 2.267 0.794 -0.33 -0.10 -0.22
C -1.004 2.174 -0.690 -0.09 0.10 -0.22
N -0.953 1.128 -1.398 0.25 0.01 -0.05
C -1.508 1.093 2.694 -0.13 0.18 0.10
C -1.497 -0.021 3.718 -0.36 -0.03 0.85
O -2.557 0.279 4.662 0.15 -0.11 -0.18
H 6.630 1.815 0.699 -0.05 -0.19 0.12
H 6.647 1.723 2.480 0.02 -0.02 0.06
H 7.757 2.812 1.597 0.02 0.08 0.29
H 4.321 1.189 1.007 0.07 0.10 -0.23
H 3.931 2.136 2.446 -0.09 -0.30 0.04
H 2.516 2.815 -0.052 -0.07 0.09 0.04
H 1.902 2.965 1.569 0.00 -0.23 0.26
H 1.309 0.908 -0.400 -0.30 0.14 0.10
H 2.552 0.231 0.592 -0.25 -0.33 0.13
H 1.361 -1.443 0.706 0.06 0.16 -0.10
H 0.777 -1.545 3.679 -0.16 0.17 -0.09
H 3.069 -1.846 2.515 -0.09 0.08 0.28
H 2.495 -3.352 3.362 0.25 0.22 0.19
H 2.315 -3.195 1.643 0.11 0.00 -0.04
H -1.673 2.748 1.170 0.00 0.11 -0.01
H 0.009 3.028 0.954 0.09 -0.13 0.10
H -1.279 3.126 -1.171 0.10 0.15 0.32
H -1.169 1.381 -2.362 -0.02 -0.10 -0.06
H -2.541 1.139 2.328 0.05 -0.17 -0.19
H -1.352 2.030 3.244 0.15 -0.11 0.12
H -1.718 -1.015 3.339 0.02 0.08 -0.28
H -0.584 -0.062 4.310 0.26 0.03 -0.38
H -2.131 0.794 5.349 -0.14 0.14 0.13
N -5.197 1.236 -2.981 0.01 -0.03 -0.10
C -5.675 1.341 -4.260 -0.05 0.02 0.04
C -4.661 1.003 -5.116 -0.01 -0.01 -0.01
C -3.527 0.676 -4.320 0.00 0.01 -0.02
C -3.892 0.828 -3.009 -0.01 0.02 0.15
H -5.722 1.427 -2.149 0.01 -0.03 0.03
H -6.690 1.647 -4.448 0.01 0.01 -0.02
H -4.723 0.990 -6.191 0.00 0.00 0.00
H -2.558 0.364 -4.671 -0.01 -0.03 0.01
H -3.339 0.681 -2.096 0.01 -0.06 -0.02
N -6.279 -3.495 -2.032 0.05 -0.03 0.04
C -5.251 -2.600 -1.900 -0.06 0.05 -0.03
C -4.491 -2.989 -0.830 0.01 0.05 -0.04
C -5.079 -4.167 -0.297 -0.03 -0.03 0.00
C -6.178 -4.456 -1.060 -0.04 0.01 -0.02
H -6.995 -3.454 -2.732 0.01 0.00 -0.02
H -5.149 -1.767 -2.576 0.04 0.00 0.00
H -3.608 -2.484 -0.471 -0.14 -0.06 -0.05
H -4.732 -4.736 0.549 0.02 0.01 0.00
H -6.895 -5.258 -0.997 0.01 0.00 0.02
N 4.656 -1.136 -2.783 -0.05 -0.02 0.00
C 3.708 -0.251 -2.339 0.24 0.08 0.03
C 2.492 -0.675 -2.791 -0.21 0.01 -0.01
C 2.708 -1.870 -3.531 0.01 0.01 -0.04
C 4.052 -2.127 -3.509 0.05 0.00 -0.01
H 5.639 -1.068 -2.603 0.01 -0.01 0.03
H 3.989 0.600 -1.741 -0.06 0.01 0.00
H 1.548 -0.188 -2.604 -0.02 -0.06 0.04
H 1.960 -2.471 -4.021 -0.01 0.00 0.02
H 4.629 -2.927 -3.941 -0.02 -0.01 0.00